# C7H12O3

An isolated molecule of C7H12O3 in a non-equilibrium geometry (the ωB97M-V functional and the def2-TZVPD basis, OMol25).

The calculation puts the highest occupied orbital energy at -9.03 eV. The spin multiplicity is 1. Its HOMO-LUMO gap is 9.8 eV. The calculated total energy comes out at -13594.2242 eV. The energy above the lowest of the compared OMol25 structures with the same formula, charge and spin is 1.850 eV. Its structure (SMILES) is C=C(O)C(C)(C)C(=O)OC. The LUMO energy comes out at 0.74 eV.

Element x y z (Å)
H  1.379  3.435  0.176
C  -0.045  0.365  -0.373
C  -1.462  0.497  0.197
C  1.364  1.574  1.659
H  -0.618  -0.160  -2.390
C  0.644  -0.881  0.039
O  0.902  2.740  -0.309
H  -2.151  -0.141  -0.363
H  -1.686  -3.097  0.541
C  -0.637  -3.050  0.219
H  -0.431  -3.926  -0.404
O  1.622  -1.292  0.584
C  0.882  1.561  0.411
H  -1.506  0.163  1.238
O  -0.443  -1.874  -0.541
H  1.875  2.437  2.077
C  0.030  0.562  -1.887
H  -0.327  1.554  -2.176
H  1.366  0.690  2.284
H  -1.797  1.536  0.157
H  -0.009  -3.117  1.118
H  1.049  0.424  -2.258



# C7H12O4P

The ion C7H12O4P with charge +1 in a non-equilibrium geometry (the ωB97M-V functional and the def2-TZVPD basis, OMol25).

The calculation puts the highest occupied orbital energy at -14.82 eV. The spin multiplicity is 1. Its HOMO-LUMO gap is 9.2 eV. The calculated total energy comes out at -24925.1554 eV. The energy above the lowest of the compared OMol25 structures with the same formula, charge and spin is 0.000 eV. The charge is +1. The LUMO energy comes out at -5.58 eV.

Element x y z (Å)
C  -3.341  0.142  0.271
O  -1.387  -0.951  -0.607
C  -0.623  1.862  -1.683
H  -0.780  2.928  -1.506
H  3.233  -1.781  -1.022
O  -3.270  -2.134  -0.429
C  1.854  -0.446  -0.040
C  0.237  0.948  1.291
H  -0.368  1.030  2.198
H  1.128  -0.416  -0.866
H  3.314  -1.835  0.736
O  -2.365  1.224  0.345
C  -2.639  -1.136  -0.308
H  0.881  1.827  1.207
H  1.967  -2.601  -0.111
P  -0.904  1.000  -0.126
H  2.534  0.402  -0.146
H  -1.340  1.513  -2.428
H  0.431  -1.201  1.377
C  1.078  -0.329  1.267
H  0.391  1.693  -2.038
O  -4.434  0.322  0.615
C  2.640  -1.747  -0.113
H  1.763  -0.312  2.116



# C7H12S

An isolated molecule of C7H12S in a non-equilibrium geometry (the ωB97M-V functional and the def2-TZVPD basis, OMol25).

The calculation puts the highest occupied orbital energy at -8.48 eV. The spin multiplicity is 1. Its HOMO-LUMO gap is 8.7 eV. The calculated total energy comes out at -18287.5573 eV. The energy above the lowest of the compared OMol25 structures with the same formula, charge and spin is 1.675 eV. Its structure (SMILES) is CC[C@]1(C=S)C[C@@H]1C. The LUMO energy comes out at 0.17 eV.

Element x y z (Å)
C  0.640  -0.418  1.285
S  -3.015  -1.040  -0.341
C  -0.529  0.938  -0.631
C  -1.250  2.003  0.191
H  -2.197  1.709  0.476
H  -0.671  2.248  1.020
H  1.179  0.495  1.430
H  -1.120  0.758  -1.579
H  2.931  -1.356  -0.623
H  0.450  1.294  -0.955
C  0.941  -1.177  0.035
H  1.800  -0.991  -1.913
H  -1.326  2.947  -0.391
H  0.721  -2.270  0.095
H  0.382  -0.973  2.220
C  -0.368  -0.341  0.126
C  2.069  -0.778  -0.897
H  -1.391  -2.087  0.963
H  2.313  0.265  -0.833
C  -1.561  -1.226  0.323



# C7H12S

An isolated molecule of C7H12S in a non-equilibrium geometry (the ωB97M-V functional and the def2-TZVPD basis, OMol25).

The calculation puts the highest occupied orbital energy at -8.46 eV. The spin multiplicity is 1. Its HOMO-LUMO gap is 8.6 eV. The calculated total energy comes out at -18285.5583 eV. The energy above the lowest of the compared OMol25 structures with the same formula, charge and spin is 3.674 eV. Its structure (SMILES) is CC(=S)[C@H]1CC[C@H]1C. The LUMO energy comes out at 0.11 eV.

Element x y z (Å)
H  -3.164  1.040  -0.039
H  -1.626  2.158  0.107
H  -2.168  1.307  1.619
C  -2.192  1.226  0.594
H  1.885  0.141  0.788
C  -0.105  -0.539  0.695
C  1.325  -1.271  -0.632
H  -0.185  -2.731  0.411
C  1.051  1.360  -0.816
H  0.611  2.227  -0.313
H  1.396  -2.043  1.356
C  -1.497  -0.112  0.062
S  -2.396  -1.171  -0.718
H  0.469  1.232  -1.849
H  0.695  -1.355  -1.520
H  -0.229  0.083  1.555
H  2.320  -1.462  -0.847
C  0.591  -1.953  0.678
H  2.076  1.815  -1.124
C  1.142  0.049  -0.006